Formula: C37H49GeN6SY
Source: the OMol25 dataset
Level of theory: the ωB97M-V functional and the def2-TZVPD basis

Properties
- E_HOMO (alpha / beta) (eV) = -14.80 / -14.69
- frontier orbital gap (alpha / beta) (eV) = 6.21 / 4.49
- expectation value of S² = 0.761

```
! RIJCOSX wB97M-V def2-TZVPD def2/J DEFGRID3
* xyz 3 2
Y -0.12 0.16 0.19
Ge -3.16 -0.12 1.36
S -0.56 -1.12 -3.02
N 0.61 1.75 2.68
N 1.75 1.03 -1.87
N -1.20 1.05 -4.45
N -0.45 3.01 0.05
N 2.72 -0.55 0.39
N -0.85 -0.94 -5.62
C -1.84 -4.00 -0.70
C -5.38 1.90 5.03
C -4.64 1.46 3.97
C -3.97 1.69 1.56
C -1.91 -3.74 0.66
C 1.38 2.23 -2.65
C 0.46 -3.31 -0.72
C -0.10 3.02 2.50
C -1.61 -1.75 4.95
C 0.20 3.71 1.18
C -6.19 3.03 4.92
C -0.80 -3.27 1.34
C -2.84 -1.25 2.94
C -1.78 -1.00 3.80
C 3.53 -0.28 -0.81
C -5.49 3.29 2.61
C -4.67 2.12 2.72
C 1.19 3.50 -1.83
C -0.89 -0.26 -4.44
C 2.06 1.93 2.93
C -6.26 3.70 3.72
C 3.17 1.01 -1.52
C 3.23 0.08 1.62
C -5.53 4.00 1.40
C 2.89 1.57 1.70
C -1.14 -0.36 -6.80
C -1.47 1.63 -5.61
C -3.73 -2.28 3.23
C -0.65 -3.79 -1.39
C -4.22 -1.01 -0.05
C -0.20 3.70 -1.23
C -1.46 0.96 -6.84
C -3.55 -3.05 4.37
C -4.81 3.58 0.30
C 0.40 -3.05 0.65
C -4.02 2.43 0.39
C -2.50 -2.79 5.23
H -2.70 -4.41 -1.21
H -4.00 0.59 4.08
H 4.60 -0.25 -0.55
H -2.82 -3.94 1.21
H 2.78 -1.55 0.54
H -2.37 -3.38 6.12
H -0.36 4.77 -1.10
H -1.18 2.81 2.55
H 3.80 2.16 1.71
H -4.50 -0.31 -0.84
H -1.08 -0.20 3.57
H 4.31 -0.06 1.69
H 2.16 2.42 -3.39
H 1.40 -3.21 -1.25
H -1.10 -0.98 -7.69
H 1.59 0.23 -2.48
H -0.83 -3.14 2.42
H 1.30 -2.82 1.21
H -0.59 -4.04 -2.44
H 0.21 1.32 3.50
H -4.87 4.12 -0.63
H -3.67 -1.85 -0.49
H 2.36 1.29 3.77
H -1.69 2.69 -5.56
H 3.41 1.88 -0.92
H 2.78 -0.45 2.46
H 0.13 3.72 3.30
H 1.27 3.75 1.01
H -1.71 1.46 -7.76
H -6.77 3.37 5.77
H -5.14 -1.39 0.40
H -5.34 1.36 5.97
H 0.46 2.01 -3.19
H -6.15 4.89 1.33
H -4.57 -2.49 2.57
H -1.45 3.08 0.23
H 1.96 3.58 -1.06
H -0.16 4.74 1.25
H -3.48 2.10 -0.49
H 2.31 1.85 0.82
H -4.24 -3.86 4.59
H -6.92 4.55 3.61
H -0.79 -1.54 5.63
H 2.26 2.96 3.23
H 1.35 4.33 -2.51
H -0.60 -1.92 -5.59
H 3.39 -1.11 -1.50
H -0.94 3.34 -1.95
H 3.79 1.07 -2.42
*
```


Formula: C37H49N2PdS2Si2Te
Source: the OMol25 dataset
Level of theory: the ωB97M-V functional and the def2-TZVPD basis

Properties
- E_HOMO (alpha / beta) (eV) = -16.47 / -16.47
- frontier orbital gap (alpha / beta) (eV) = 5.82 / 5.82

```
! RIJCOSX wB97M-V def2-TZVPD def2/J DEFGRID3
* xyz 3 1
Te -2.53 1.57 -0.36
Pd -0.09 0.52 -0.56
S -1.35 -1.31 3.20
S 2.70 -0.46 -1.71
Si -3.29 3.79 1.97
Si -1.39 2.94 -3.33
N -0.41 0.08 1.31
N 1.87 -0.03 -0.31
C -3.08 2.44 3.24
C 0.79 1.91 2.51
C 3.65 3.56 -3.57
C 0.61 1.78 4.91
C 3.52 1.16 -3.69
C -0.51 4.36 -2.53
C -1.11 -1.18 -0.82
C 3.22 3.32 4.70
C 5.80 -2.91 -1.31
C 1.10 2.44 3.75
C -1.11 -1.02 1.55
C -2.40 -3.56 -0.93
C 2.90 2.31 -1.64
C 1.15 4.75 4.69
C -2.82 5.47 2.58
C -1.51 -1.76 0.37
C 3.20 3.53 -2.26
C 4.57 -2.37 -1.65
C -2.01 3.32 -5.03
C -0.21 1.46 -3.38
C -4.97 3.74 1.16
C 2.37 4.28 2.57
C 1.96 3.69 3.92
C 6.69 -2.16 -0.55
C 0.01 0.76 2.45
C 3.82 2.38 -4.28
C -0.45 0.12 3.59
C -1.28 -1.72 -2.07
C -1.99 3.37 0.60
C -1.95 -2.95 -2.10
C 4.27 -1.08 -1.22
C -0.15 0.64 4.85
C 5.15 -0.32 -0.45
C 3.06 1.15 -2.38
C -2.17 -2.98 0.31
C 6.37 -0.87 -0.12
C -2.87 2.34 -2.30
H 3.10 4.45 -1.70
H -0.49 0.15 5.76
H 0.89 4.41 5.69
H -3.59 3.15 -2.12
H -2.71 4.15 -5.01
H -5.24 2.76 0.77
H 1.93 -0.86 0.29
H -1.16 5.23 -2.43
H 0.33 4.65 -3.16
H -5.05 4.47 0.35
H 0.80 1.72 -3.69
H -2.13 -3.42 -3.06
H -2.52 2.46 -5.48
H 1.75 5.66 4.80
H -1.18 3.60 -5.69
H 0.23 5.01 4.16
H 6.07 -3.90 -1.64
H 3.89 4.50 -4.04
H 3.80 2.55 4.19
H 2.98 3.58 1.99
H 0.85 2.19 5.88
H -3.09 1.44 2.80
H 2.99 2.96 5.70
H 4.89 0.68 -0.15
H -0.09 4.12 -1.54
H 3.87 -2.94 -2.24
H 3.85 4.21 4.81
H -5.74 4.00 1.89
H 7.65 -2.58 -0.29
H -3.42 1.55 -2.83
H -2.14 2.57 3.79
H 2.60 2.27 -0.61
H -1.79 5.50 2.95
H -3.47 5.76 3.41
H -0.57 0.63 -4.00
H 7.08 -0.30 0.47
H -0.08 1.01 -2.35
H 1.50 4.58 1.97
H 4.19 2.40 -5.30
H -2.93 6.23 1.80
H -3.89 2.47 3.97
H 2.97 5.17 2.73
H 1.17 2.36 1.60
H -1.93 4.13 -0.19
H -2.49 -3.48 1.21
H -2.91 -4.51 -1.00
H 3.65 0.23 -4.24
H -0.94 -1.26 -2.98
H -1.02 3.25 1.06
*
```


Relative energy (zero: lowest compared OMol25 entry of this formula, charge and spin) across the listed records, respectively: 72.6 5.1 kcal per mole.
Electronic energy across the listed records, respectively: -4280.4155 -3319.1417 Ha.